Formula: C20H32FO6S
Source: the OMol25 dataset
Level of theory: ωB97M-V with the def2-TZVPD basis set

Output
Kohn-Sham gap: 0.3005 Ha
Charge: +1
Energy above the lowest of the compared OMol25 structures with the same formula, charge and spin: 71.4 kcal per mole
LUMO energy: -3.84 eV
Energy: -1730.4010 Eh

CARTESIAN COORDINATES (ANGSTROEM)
S: -1.072 1.707 0.226
F: 2.706 -0.779 0.006
O: -0.521 2.509 6.530
O: 0.066 1.952 -3.246
O: 1.420 2.291 4.634
O: -0.328 3.108 -5.274
O: 1.120 -1.528 8.291
O: 3.114 -1.700 6.451
C: -0.248 2.839 -0.985
C: -0.048 -4.683 -2.303
C: 0.141 1.615 1.665
C: 0.600 0.707 -6.794
C: 0.337 1.453 6.543
C: 2.329 0.292 5.493
C: -0.262 0.656 -5.445
C: -2.329 -0.101 -1.674
C: -1.527 -2.476 -2.414
C: 1.181 -0.632 7.471
C: -0.833 2.784 -2.470
C: 1.240 0.466 1.497
C: -1.424 -3.972 -1.825
C: 1.380 1.408 5.479
C: 2.082 0.530 0.140
C: -1.295 -0.010 -0.431
C: 0.246 0.498 7.470
C: -2.773 -1.638 -1.860
C: -0.194 2.048 -4.641
C: 2.241 -0.663 6.423
H: 0.674 -0.318 -7.302
H: -0.318 -0.566 -0.649
H: 0.187 -5.565 -1.617
H: -1.635 -2.559 -3.559
H: -2.329 -4.555 -2.196
H: 0.799 -3.909 -2.259
H: -0.425 3.911 -0.601
H: -1.380 -3.864 -0.686
H: 1.676 1.043 -6.559
H: -0.144 -5.069 -3.372
H: 0.881 2.722 -1.059
H: -0.508 -1.989 -2.240
H: 0.238 -0.130 -4.767
H: -3.228 0.596 -1.544
H: -1.814 0.213 -2.656
H: -1.322 0.319 -5.673
H: 0.105 1.440 -7.524
H: 2.840 -2.250 7.212
H: -3.694 -1.722 -2.533
H: -0.745 3.852 -2.892
H: -0.508 0.518 8.246
H: 2.001 0.589 2.353
H: 2.951 1.271 0.165
H: 3.092 0.280 4.726
H: -1.797 -0.612 0.415
H: -3.073 -2.081 -0.847
H: -0.251 3.055 5.768
H: -1.930 2.498 -2.548
H: -0.506 1.445 2.596
H: 1.457 0.661 -0.802
H: 0.754 -0.560 1.680
H: 0.607 2.651 1.764

=====

Formula: C32H29BrN5OS2Ti
Source: the OMol25 dataset
Level of theory: ωB97M-V with the def2-TZVPD basis set

Output
Kohn-Sham gap: 0.1991 Ha
Charge: +3
Energy above the lowest of the compared OMol25 structures with the same formula, charge and spin: 30.6 kcal per mole
LUMO energy: -10.63 eV
Energy: -5804.7453 Eh

CARTESIAN COORDINATES (ANGSTROEM)
Br: 0.753 -5.592 2.854
Ti: 0.891 -0.025 0.688
S: -1.894 -1.089 -0.165
S: -0.203 0.865 2.599
O: -0.388 -0.398 -0.512
N: 0.939 2.028 0.210
N: -1.463 3.265 2.436
N: 2.932 0.679 1.042
N: 1.571 -2.005 0.872
N: -0.233 2.702 0.590
C: 4.533 2.437 0.487
C: 5.090 0.721 2.071
C: 2.629 -2.355 0.103
C: 3.207 -3.606 0.104
C: 2.175 4.032 -0.458
C: 1.394 4.525 -1.511
C: -4.783 -1.275 1.076
C: 3.232 1.900 0.463
C: 1.614 -4.207 1.769
C: 2.417 6.721 -1.408
C: 3.036 6.297 -0.254
C: -6.876 0.067 -0.306
C: -5.534 0.499 -0.359
C: -0.571 -2.948 -3.144
C: 1.014 -2.981 1.665
C: -4.453 -0.209 0.217
C: -3.035 0.333 0.029
C: 2.131 2.705 0.042
C: -2.275 -1.544 -1.830
C: -7.142 -1.021 0.514
C: -6.136 -1.662 1.228
C: 2.794 -4.532 1.073
C: 3.860 0.134 1.870
C: -1.532 -2.793 -2.169
C: 3.000 4.967 0.198
C: -1.738 -3.867 -1.272
C: 5.483 1.859 1.338
C: -0.051 -5.155 -2.340
C: -1.021 -5.039 -1.362
C: -0.641 2.413 1.789
C: 1.566 5.791 -2.047
C: 0.180 -4.128 -3.213
H: 0.760 3.829 -2.059
H: -2.617 0.897 0.931
H: -8.138 -1.436 0.679
H: 0.943 -4.266 -3.989
H: 4.693 3.320 -0.087
H: 3.971 -3.818 -0.650
H: -1.190 -5.919 -0.700
H: 2.965 -1.558 -0.570
H: -2.119 -0.697 -2.542
H: -1.905 4.008 1.906
H: -7.644 0.480 -0.968
H: 0.474 -6.122 -2.441
H: -6.338 -2.539 1.848
H: 5.777 0.293 2.771
H: 3.383 -5.442 1.214
H: 6.433 2.347 1.452
H: 2.506 7.732 -1.793
H: -1.839 3.052 3.354
H: 3.684 4.734 0.990
H: 0.989 6.072 -2.954
H: 0.035 -2.730 2.130
H: -0.490 -2.147 -3.841
H: -2.907 1.014 -0.846
H: -3.350 -1.678 -1.810
H: -4.034 -1.919 1.533
H: -5.237 1.389 -0.881
H: 3.623 7.040 0.334
H: 3.570 -0.720 2.460
H: -2.468 -3.725 -0.449

=====

Formula: C4H9NO2
Source: the OMol25 dataset
Level of theory: ωB97M-V with the def2-TZVPD basis set

Output
Kohn-Sham gap: 0.4023 Ha
Energy above the lowest of the compared OMol25 structures with the same formula, charge and spin: 13.0 kcal per mole
SMILES: C[C@@H](O)CC(N)=O
LUMO energy: 0.84 eV
Energy: -363.0649 Eh

CARTESIAN COORDINATES (ANGSTROEM)
O: 1.206 -1.328 -0.323
O: 0.566 0.115 -2.416
N: -1.562 0.032 -1.690
C: -0.254 0.328 -1.525
C: 0.790 -0.497 1.870
C: 1.184 -0.141 0.442
C: 0.191 0.890 -0.191
H: 0.886 0.371 2.535
H: 1.367 -1.036 -1.249
H: -0.246 -0.852 1.904
H: -0.654 1.083 0.480
H: -2.225 0.082 -0.937
H: 0.686 1.846 -0.399
H: -1.794 -0.494 -2.519
H: 2.195 0.292 0.455
H: 1.434 -1.298 2.243

=====

Formula: C29H35FN4O3
Source: the OMol25 dataset
Level of theory: ωB97M-V with the def2-TZVPD basis set

Output
Kohn-Sham gap: 0.2793 Ha
Energy above the lowest of the compared OMol25 structures with the same formula, charge and spin: 251.5 kcal per mole
SMILES: Cc1ccccc1C[C@@H]1OC(=O)O[C@H]1[C@@H](C)F.c1cc[nH]c1.c1cc[nH]c1.c1cc[nH]c1.c1cc[nH]c1
LUMO energy: -0.19 eV
Energy: -1670.1706 Eh

CARTESIAN COORDINATES (ANGSTROEM)
F: -1.126 -2.756 5.252
O: -2.188 -3.104 2.643
O: -0.677 -5.053 1.931
O: 0.104 -2.684 2.257
N: -1.906 6.389 -1.682
N: 0.165 -9.029 5.340
N: 3.492 0.492 -2.566
N: 5.827 2.306 -4.123
C: 6.399 4.415 -4.532
C: 6.575 3.662 -5.718
C: -1.117 2.490 -1.548
C: -3.144 0.143 -0.421
C: -2.784 8.292 -2.422
C: 2.802 -1.157 -3.887
C: -2.739 2.725 -1.668
C: -0.846 -1.449 0.342
C: -0.641 -1.439 1.967
C: -3.738 1.554 -1.092
C: -1.960 7.242 -0.611
C: 3.303 0.125 -3.873
C: 3.109 -0.537 -1.746
C: 5.933 3.553 -3.564
C: -1.156 -7.324 4.800
C: -1.657 -1.531 4.611
C: -3.117 -1.226 5.359
C: -1.019 -8.408 5.639
C: -1.527 -0.099 -0.289
C: 6.211 2.364 -5.438
C: -0.908 -3.779 2.261
C: -4.263 -0.953 0.063
C: -2.504 8.431 -1.042
C: -1.912 -1.696 2.970
C: -2.401 7.022 -2.792
C: 0.789 -8.350 4.326
C: 2.679 -1.576 -2.540
C: -0.011 -7.288 3.969
C: -0.510 1.093 -0.868
H: 0.523 -9.858 5.796
H: 6.590 5.472 -4.399
H: 0.674 1.002 -0.839
H: -4.227 -1.975 -0.543
H: -0.187 -0.424 2.343
H: 3.177 -0.443 -0.670
H: -3.047 -1.522 6.504
H: 5.514 1.474 -3.641
H: -3.386 -0.073 5.335
H: -0.412 3.351 -1.951
H: -1.609 6.931 0.364
H: -1.990 -6.634 4.789
H: -5.353 -0.489 -0.085
H: 0.249 -1.518 -0.129
H: -1.663 -8.789 6.421
H: 5.670 3.720 -2.528
H: 3.542 0.806 -4.679
H: -2.744 -0.880 2.794
H: 1.746 -8.681 3.945
H: 6.195 1.479 -6.059
H: -1.554 5.440 -1.657
H: -2.439 6.515 -3.747
H: -4.922 1.682 -1.143
H: 2.315 -2.533 -2.188
H: 2.551 -1.729 -4.771
H: -3.216 9.038 -3.077
H: 0.206 -6.565 3.193
H: -0.981 -0.581 4.827
H: 3.857 1.383 -2.255
H: 6.927 4.028 -6.674
H: -3.256 3.684 -2.150
H: -3.991 -1.852 4.876
H: -4.188 -1.259 1.204
H: -1.433 -2.366 -0.085
H: -2.681 9.305 -0.428

=====

Formula: C5H9N3
Source: the OMol25 dataset
Level of theory: ωB97M-V with the def2-TZVPD basis set

Output
Kohn-Sham gap (alpha / beta): 0.2792 / 0.2930 Ha
Charge: +2
Energy above the lowest of the compared OMol25 structures with the same formula, charge and spin: 113.5 kcal per mole
LUMO energy (alpha / beta): -10.68 / -10.15 eV
Energy: -359.3184 Eh

CARTESIAN COORDINATES (ANGSTROEM)
N: 0.379 2.803 -1.659
N: -1.201 -2.105 1.849
N: 2.491 2.864 -1.770
C: 1.341 3.625 -1.897
C: -0.938 -0.844 0.994
C: 0.999 1.635 -1.561
C: 2.356 1.635 -1.350
C: -0.099 -0.728 -0.023
H: -2.171 -2.530 1.675
H: -0.448 -2.820 1.818
H: 3.043 0.875 -1.171
H: -1.317 -1.806 2.895
H: 1.252 4.711 -1.875
H: 0.033 0.389 -0.277
H: -0.523 3.149 -1.603
H: -1.607 0.009 1.325
H: 0.478 -1.505 -0.476

=====

Formula: C3H2IO2S
Source: the OMol25 dataset
Level of theory: ωB97M-V with the def2-TZVPD basis set

Output
Kohn-Sham gap (alpha / beta): 0.2535 / 0.1503 Ha
Charge: -1
Energy above the lowest of the compared OMol25 structures with the same formula, charge and spin: 39.3 kcal per mole
LUMO energy (alpha / beta): 2.92 / 1.98 eV
Energy: -961.7878 Eh

CARTESIAN COORDINATES (ANGSTROEM)
I: -0.571 0.425 -3.066
S: 1.845 -2.363 -2.218
O: 3.164 -2.130 -1.488
O: 1.553 -3.822 -2.379
C: 0.501 0.434 -1.267
C: -0.216 0.673 -0.169
C: -0.633 1.059 0.900
H: 1.326 -0.133 -1.353
H: -0.928 1.357 1.866

=====

Formula: C13H18Br2INO5SSi2
Source: the OMol25 dataset
Level of theory: ωB97M-V with the def2-TZVPD basis set

Output
Kohn-Sham gap: 0.3625 Ha
LUMO energy: 0.22 eV
Energy: -7360.1606 Eh

CARTESIAN COORDINATES (ANGSTROEM)
I: -1.201 -3.385 3.681
Br: 0.561 -5.151 -2.158
Br: -4.957 2.400 -0.478
S: -0.042 2.176 1.115
Si: -0.662 0.771 -0.488
Si: -0.758 -1.918 0.843
O: -1.576 -3.512 -1.655
O: -0.430 1.526 2.358
O: -0.538 3.503 0.806
O: -0.061 -0.682 -0.033
O: -2.527 2.963 -1.624
N: 0.103 0.215 -2.993
C: -2.537 0.830 -0.492
C: 0.084 1.233 -2.126
C: 0.045 -3.474 0.147
C: -0.552 -3.862 -1.178
C: 1.188 -1.638 2.894
C: 0.593 0.420 -4.206
C: 1.565 -0.988 4.231
C: 1.100 1.653 -4.613
C: -3.083 2.143 -0.986
C: 1.073 2.711 -3.722
C: 1.739 2.215 1.084
C: -0.325 -1.727 2.647
C: 0.551 2.506 -2.455
H: 0.471 3.319 -1.740
H: 0.841 -0.212 4.496
H: 2.101 1.306 0.596
H: -0.033 -4.321 0.835
H: 2.551 -0.519 4.170
H: 1.445 3.686 -4.019
H: 1.601 -1.724 5.037
H: 1.498 1.765 -5.615
H: -2.887 0.062 -1.198
H: 2.075 2.239 2.123
H: 0.585 -0.425 -4.887
H: 1.107 -3.272 -0.026
H: 1.617 -2.644 2.841
H: 1.643 -1.070 2.070
H: -2.217 -1.952 0.650
H: 2.059 3.097 0.533
H: -2.989 0.584 0.472
H: -0.816 -0.847 3.062

=====

Formula: C33H32CrN3OPSi
Source: the OMol25 dataset
Level of theory: ωB97M-V with the def2-TZVPD basis set

Output
Kohn-Sham gap (alpha / beta): 0.2067 / 0.2516 Ha
Energy above the lowest of the compared OMol25 structures with the same formula, charge and spin: 29.6 kcal per mole
LUMO energy (alpha / beta): 0.15 / 0.07 eV
Energy: -3191.5895 Eh
2S+1: 5

CARTESIAN COORDINATES (ANGSTROEM)
Cr: 1.221 0.641 1.136
P: -2.354 0.575 -1.324
Si: 0.738 -1.624 0.334
O: -1.487 0.355 -0.124
N: 0.588 2.394 0.434
N: -0.187 1.022 2.524
N: 2.622 0.927 -0.340
C: -2.524 4.221 1.408
C: 4.268 -3.863 0.516
C: -2.476 -4.252 0.295
C: -1.619 0.520 4.319
C: 2.140 -2.840 -0.064
C: -2.139 2.352 2.861
C: 0.985 3.965 -1.437
C: 4.014 1.327 -2.683
C: -1.360 -3.488 -0.037
C: 1.682 4.192 -2.655
C: -2.458 1.531 3.968
C: -1.104 -2.848 2.246
C: 3.390 -4.151 -1.699
C: -4.084 0.804 -0.868
C: 3.607 0.143 -0.647
C: 4.390 -4.383 -0.765
C: 2.973 2.217 -2.331
C: 2.620 3.339 -3.122
C: -0.654 -2.763 0.933
C: -1.311 3.959 0.711
C: -0.459 0.297 3.554
C: -0.971 2.071 2.166
C: 4.350 0.318 -1.837
C: 2.284 1.974 -1.144
C: -2.207 -3.624 2.590
C: -2.946 3.454 2.438
C: -1.883 2.035 -2.260
C: -2.904 -4.317 1.612
C: 2.278 -3.389 -1.347
C: 1.212 2.838 -0.691
C: -0.535 2.867 1.032
C: 3.154 -3.098 0.862
C: -2.289 -0.834 -2.457
H: 0.281 4.713 -1.123
H: -4.175 1.708 -0.274
H: -2.891 -0.691 -3.354
H: 3.148 3.515 -4.047
H: -4.739 0.869 -1.733
H: -4.402 -0.035 -0.253
H: 4.568 1.472 -3.595
H: -3.760 -4.924 1.867
H: 3.835 -0.662 0.040
H: 5.157 -0.372 -2.049
H: 1.551 -3.193 -2.122
H: -2.454 2.164 -3.179
H: -3.111 5.066 1.089
H: -2.519 -3.683 3.626
H: 5.064 -4.031 1.234
H: 1.450 5.081 -3.226
H: -3.005 -4.796 -0.479
H: -2.020 2.911 -1.629
H: -1.051 -3.469 -1.076
H: -1.064 4.621 -0.097
H: -3.360 1.726 4.528
H: 3.079 -2.677 1.855
H: -3.864 3.670 2.961
H: -0.578 -2.329 3.035
H: -1.244 -0.992 -2.737
H: -1.799 -0.117 5.170
H: -2.644 -1.707 -1.923
H: -0.826 1.978 -2.515
H: 0.248 -0.486 3.794
H: 3.489 -4.560 -2.700
H: 5.258 -4.968 -1.034
H: 1.813 -0.669 1.840